Record 1
{"formula": "C17H43BN5O5", "method": "wB97M-V/def2-TZVPD", "multiplicity": 1, "homo_ev": -3.86, "charge": -1, "gap_ev": 6.4, "max_force_ev_per_a": 0.40, "total_energy_ev": -36692.1840, "e_lumo_ev": 2.6, "species": ["C", "C", "C", "O", "B", "C", "C", "N", "H", "H", "H", "H", "H", "H", "H", "H", "H", "H", "H", "H", "H", "H", "H", "C", "O", "N", "C", "C", "H", "H", "H", "H", "H", "H", "H", "C", "O", "N", "C", "C", "H", "H", "H", "H", "H", "H", "H", "C", "O", "N", "C", "C", "H", "H", "H", "H", "H", "H", "H", "C", "O", "N", "C", "C", "H", "H", "H", "H", "H", "H", "H"], "coordinates": [[2.510, 2.387, -1.752], [2.399, 1.558, -3.035], [0.960, 1.329, -3.511], [0.135, 0.947, -2.472], [-1.203, 0.424, -2.895], [-2.244, 0.472, -1.635], [-3.083, 1.739, -1.573], [-2.249, 2.946, -1.454], [3.310, 2.028, -1.104], [2.738, 3.435, -1.959], [1.570, 2.343, -1.206], [2.890, 0.588, -2.907], [2.939, 2.065, -3.846], [0.580, 2.252, -3.995], [0.978, 0.564, -4.308], [-1.071, -0.739, -3.348], [-1.653, 1.143, -3.832], [-2.926, -0.391, -1.687], [-1.704, 0.379, -0.686], [-3.773, 1.766, -0.719], [-3.704, 1.768, -2.484], [-2.795, 3.728, -1.117], [-1.845, 3.201, -2.348], [0.491, 1.092, 3.851], [1.534, 0.464, 3.754], [-0.286, 1.488, 2.835], [-1.527, 2.199, 3.073], [0.117, 1.198, 1.461], [0.088, 1.397, 4.836], [-2.371, 1.651, 2.652], [-1.499, 3.192, 2.619], [-1.666, 2.314, 4.148], [0.194, 0.124, 1.295], [1.089, 1.642, 1.255], [-0.621, 1.601, 0.771], [-4.547, -0.322, 1.063], [-3.458, 0.042, 1.453], [-5.038, -1.572, 1.210], [-6.319, -1.955, 0.671], [-4.205, -2.569, 1.855], [-5.226, 0.342, 0.502], [-6.993, -2.315, 1.453], [-6.217, -2.740, -0.083], [-6.776, -1.088, 0.196], [-3.985, -2.282, 2.884], [-3.259, -2.687, 1.325], [-4.729, -3.522, 1.857], [-1.198, -3.721, 3.715], [-1.581, -4.830, 3.384], [-0.231, -3.490, 4.621], [0.121, -2.147, 5.035], [0.454, -4.626, 5.205], [-1.623, -2.793, 3.302], [1.162, -1.909, 4.823], [-0.066, -2.015, 6.105], [-0.492, -1.438, 4.483], [0.953, -5.217, 4.436], [-0.245, -5.283, 5.725], [1.197, -4.256, 5.910], [5.864, 1.996, -3.513], [5.842, 2.163, -2.314], [6.164, 0.818, -4.107], [6.133, 0.647, -5.538], [6.452, -0.317, -3.249], [5.605, 2.789, -4.236], [5.386, -0.092, -5.837], [7.105, 0.333, -5.928], [5.869, 1.597, -6.000], [5.611, -0.524, -2.587], [7.325, -0.124, -2.625], [6.640, -1.187, -3.876]]}


Record 2
{"formula": "H16O8Rb", "method": "wB97M-V/def2-TZVPD", "multiplicity": 1, "homo_ev": -14.07, "charge": 1, "gap_ev": 10.9, "max_force_ev_per_a": 3.32, "total_energy_ev": -17290.6865, "e_lumo_ev": -3.2, "species": ["Rb", "O", "H", "H", "O", "H", "H", "O", "H", "H", "O", "H", "H", "O", "H", "H", "O", "H", "H", "O", "H", "H", "O", "H", "H"], "coordinates": [[-0.065, -0.680, -0.023], [-0.311, -1.131, -2.800], [0.651, -1.276, -2.820], [-0.648, -2.004, -2.946], [0.045, 1.804, -2.097], [-0.353, 2.033, -1.215], [-0.178, 2.597, -2.558], [-1.318, 2.380, 0.048], [-0.652, 3.098, 0.162], [-1.294, 1.811, 0.832], [0.275, -2.379, 2.062], [-0.689, -2.459, 2.196], [0.621, -3.090, 1.593], [-2.909, -0.736, -0.675], [-3.740, -0.804, -0.210], [-2.963, -1.375, -1.332], [2.506, -1.685, 0.491], [3.149, -0.969, 0.290], [2.960, -2.231, 1.107], [1.918, 1.498, 0.256], [1.780, 1.861, -0.586], [2.844, 1.190, 0.297], [-0.670, 0.825, 2.302], [-0.966, 0.243, 3.073], [0.000, 1.481, 2.550]]}


Record 3
{"formula": "C14H15I2N3OS", "method": "wB97M-V/def2-TZVPD", "smiles": "COc1c(I)cc(C[C@H]2NCCc3nc(N)sc32)cc1I", "multiplicity": 1, "homo_ev": -8.07, "gap_ev": 7.4, "max_force_ev_per_a": 4.17, "e_above_lowest_kj_mol": 50.5, "total_energy_ev": -48313.1405, "e_lumo_ev": -0.7, "species": ["I", "I", "N", "O", "S", "C", "C", "C", "C", "C", "C", "C", "C", "C", "N", "N", "C", "C", "C", "C", "C", "H", "H", "H", "H", "H", "H", "H", "H", "H", "H", "H", "H", "H", "H", "H"], "coordinates": [[-1.149, 5.451, 1.399], [-4.828, 0.036, 2.062], [2.356, -3.716, -1.974], [-3.736, 3.330, 2.163], [0.133, -3.221, -0.546], [1.245, -4.256, -1.368], [2.197, -2.301, -1.819], [1.119, -1.921, -1.030], [-0.392, 2.479, 0.827], [-1.764, 0.531, 1.165], [-1.477, 3.213, 1.288], [-2.897, 1.202, 1.551], [-2.701, 2.617, 1.576], [-0.470, 1.059, 0.845], [1.038, -5.586, -1.152], [1.386, 0.522, -1.857], [-3.617, 3.312, 3.613], [3.181, -1.354, -2.470], [0.700, 0.119, 0.476], [2.784, 0.110, -2.263], [0.690, -0.466, -0.941], [0.553, 2.962, 0.538], [-1.874, -0.547, 1.097], [1.696, -6.135, -1.798], [0.087, -5.989, -1.167], [0.746, 0.838, -2.564], [-2.681, 3.797, 4.001], [-4.469, 3.882, 4.036], [-3.777, 2.327, 4.068], [3.245, -1.559, -3.575], [4.226, -1.391, -2.090], [1.611, 0.620, 0.686], [0.726, -0.659, 1.219], [2.933, 0.614, -3.224], [3.501, 0.445, -1.475], [-0.318, -0.361, -1.296]]}


Record 4
{"formula": "C15H17LuN3O4", "method": "wB97M-V/def2-TZVPD", "multiplicity": 1, "homo_ev": -12.10, "charge": 1, "gap_ev": 8.0, "max_force_ev_per_a": 2.21, "e_above_lowest_kj_mol": 0.0, "total_energy_ev": -62108.6607, "e_lumo_ev": -4.1, "species": ["Lu", "C", "N", "C", "C", "C", "C", "C", "C", "C", "C", "H", "H", "H", "H", "H", "H", "H", "H", "H", "H", "H", "H", "C", "C", "N", "C", "C", "N", "C", "O", "O", "C", "O", "O", "H", "H", "H", "H", "H"], "coordinates": [[0.363, -0.543, -0.960], [3.238, 0.731, -0.850], [2.747, -0.669, -0.848], [3.502, -1.440, -1.854], [2.980, -1.240, 0.512], [2.035, -0.634, 1.536], [2.534, -0.097, 2.713], [1.667, 0.431, 3.659], [0.301, 0.422, 3.427], [-0.195, -0.101, 2.239], [0.648, -0.657, 1.268], [4.302, 0.754, -0.597], [2.692, 1.321, -0.116], [3.101, 1.179, -1.833], [4.570, -1.444, -1.622], [3.368, -0.992, -2.838], [3.155, -2.474, -1.881], [4.021, -1.073, 0.808], [2.816, -2.319, 0.463], [3.604, -0.077, 2.892], [2.063, 0.853, 4.573], [-0.373, 0.839, 4.165], [-1.270, -0.091, 2.084], [-3.364, -2.482, -0.959], [-3.121, -1.017, -1.014], [-1.930, -0.450, -1.168], [-2.130, 0.930, -1.138], [-3.462, 1.171, -0.969], [-4.052, -0.061, -0.908], [-4.355, 2.373, -0.869], [-3.784, 3.544, -0.867], [-5.540, 2.178, -0.782], [-0.986, 1.903, -1.225], [-1.201, 3.090, -1.085], [0.183, 1.370, -1.431], [-2.412, -3.004, -0.970], [-3.962, -2.816, -1.807], [-3.898, -2.748, -0.047], [-5.055, -0.154, -0.791], [-2.798, 3.494, -0.909]]}